(1)
This record from OMol25 describes C33H52AuBF4N3Si4Te as an isolated structure in a non-equilibrium geometry. The level of theory is ωB97M-V/def2-TZVPD.

XYZ file:
```
99
Properties=species:S:1:pos:R:3:forces:R:3:lowdin_charge:R:1
Au 1.777 0.268 -0.405 -1.7 -1.0 0.1 0.81
C 6.402 0.063 -0.882 0.0 0.1 -0.1 -0.04
C 5.070 -0.252 -1.194 0.0 0.2 0.0 -0.13
N 4.096 0.613 -1.079 0.4 0.0 -0.2 0.05
C 4.350 1.861 -0.665 1.2 0.0 0.1 -0.15
C 5.673 2.304 -0.395 -0.7 -1.1 -0.2 -0.14
C 6.702 1.340 -0.494 -0.2 0.2 0.0 -0.01
C 5.894 3.644 -0.021 -0.4 1.1 0.3 -0.02
C 4.847 4.515 0.085 1.0 -0.3 0.1 -0.02
C 3.512 4.099 -0.149 -0.7 -0.3 -0.1 -0.14
C 2.416 4.975 -0.016 -0.2 -0.6 -0.2 0.02
C 1.145 4.498 -0.273 0.6 0.8 0.1 -0.02
C 0.981 3.178 -0.639 0.4 -1.0 -0.4 -0.15
N 1.996 2.312 -0.749 -0.4 1.3 0.6 -0.05
C 3.248 2.760 -0.512 -0.2 0.9 0.0 -0.15
H 7.167 -0.694 -0.963 0.0 -0.1 0.0 0.11
H 4.795 -1.239 -1.540 -0.1 -0.2 0.1 0.11
H 7.717 1.633 -0.259 0.1 0.0 0.0 0.11
H 6.906 3.962 0.190 0.0 0.1 0.0 0.11
H 5.017 5.541 0.375 0.0 0.1 0.0 0.11
H 2.592 5.999 0.279 0.0 0.1 0.1 0.12
H 0.278 5.137 -0.193 0.0 0.0 0.0 0.11
H 0.004 2.775 -0.869 0.0 0.0 0.2 0.06
C -5.728 -1.547 0.527 0.6 0.2 -0.1 -0.22
Si -3.829 -1.729 0.325 -0.4 -0.9 0.3 0.39
C -3.636 -3.039 -1.071 0.1 0.7 0.3 -0.21
C -3.224 -2.583 1.926 0.0 0.4 -0.5 -0.22
Si -2.747 0.400 0.073 -0.2 -0.1 -0.2 0.06
Te -0.446 0.456 1.168 -0.3 -0.1 -0.6 0.78
Si -3.805 1.915 1.631 -0.3 0.6 0.6 0.37
C -3.467 1.441 3.450 0.1 0.0 -0.6 -0.21
C -3.104 3.679 1.380 0.0 -0.6 -0.1 -0.22
C -5.715 2.136 1.542 0.6 -0.3 -0.2 -0.21
Si -3.358 1.236 -2.107 -0.5 0.4 -0.9 0.41
C -2.882 0.273 -3.702 0.1 0.1 0.7 -0.23
C -5.276 1.235 -2.187 0.6 0.0 0.3 -0.22
C -2.844 3.043 -2.517 0.0 -0.5 0.4 -0.22
H -6.203 -2.500 0.744 0.1 -0.3 0.0 0.02
H -6.191 -1.152 -0.371 -0.1 0.1 -0.2 0.00
H -5.969 -0.871 1.339 0.0 0.2 0.2 -0.01
H -4.333 -3.862 -0.940 -0.2 -0.1 0.2 0.02
H -2.637 -3.457 -1.081 0.3 -0.1 0.0 0.01
H -3.824 -2.611 -2.050 0.0 0.1 -0.3 0.00
H -3.565 -3.612 2.004 -0.2 -0.2 -0.2 0.02
H -3.571 -2.055 2.808 -0.1 0.2 0.2 0.01
H -2.139 -2.594 1.968 0.2 0.0 0.0 0.01
H -2.399 1.382 3.635 0.3 0.0 0.1 0.01
H -3.894 0.475 3.702 -0.1 -0.2 0.0 0.01
H -3.878 2.172 4.144 -0.1 0.2 -0.1 0.03
H -2.019 3.653 1.397 0.3 0.0 0.0 0.00
H -3.426 4.357 2.166 -0.2 0.0 0.2 0.02
H -3.413 4.108 0.431 -0.1 0.0 -0.2 0.00
H -6.239 1.201 1.704 -0.1 -0.2 0.0 0.00
H -6.037 2.522 0.581 -0.1 0.1 -0.2 0.00
H -6.061 2.834 2.300 0.1 0.2 0.2 0.02
H -3.161 -0.773 -3.628 0.0 -0.3 0.0 0.00
H -1.816 0.319 -3.904 0.2 0.0 0.0 0.01
H -3.393 0.678 -4.574 -0.2 0.2 0.0 0.02
H -5.666 0.229 -2.081 -0.1 -0.3 0.0 0.00
H -5.650 1.631 -3.128 0.1 0.1 -0.3 0.02
H -5.706 1.830 -1.390 -0.1 0.1 0.2 -0.01
H -1.769 3.180 -2.448 0.3 0.0 0.0 0.00
H -3.304 3.748 -1.834 -0.1 0.1 0.2 0.00
H -3.139 3.327 -3.525 -0.1 -0.2 -0.2 0.02
C 4.510 -2.360 1.535 0.0 -0.1 0.1 -0.08
C 3.241 -3.056 2.031 0.0 0.2 0.0 -0.37
C 2.381 -2.078 2.832 0.0 0.0 0.0 -0.06
C 2.481 -3.673 0.881 -0.4 0.4 0.0 -0.14
C 2.337 -5.038 0.824 0.2 -0.6 -0.1 -0.06
C 1.647 -5.666 -0.205 0.1 0.1 0.1 -0.10
C 1.081 -4.887 -1.198 -0.2 -0.2 0.0 -0.07
C 1.171 -3.510 -1.193 0.3 0.2 -0.1 -0.14
C 0.618 -2.772 -2.390 -0.1 0.1 0.0 -0.37
C -0.411 -1.696 -2.029 0.1 -0.2 -0.2 -0.11
C 1.753 -2.180 -3.231 -0.1 -0.1 0.0 -0.08
C 1.901 -2.841 -0.151 -0.8 -2.1 0.1 -0.33
N 2.196 -1.578 -0.134 1.1 1.9 0.0 -0.11
H 5.088 -1.984 2.374 0.1 0.1 0.2 0.07
H 4.233 -1.527 0.896 0.0 0.0 0.1 0.03
H 5.130 -3.049 0.963 0.2 -0.1 -0.1 0.07
H 3.537 -3.871 2.706 0.0 0.0 -0.1 0.12
H 2.077 -1.245 2.202 0.0 -0.1 0.1 0.02
H 2.937 -1.667 3.673 0.1 0.0 0.1 0.08
H 1.490 -2.571 3.216 -0.1 0.0 0.0 0.08
H 2.790 -5.651 1.595 0.0 0.0 0.1 0.10
H 1.576 -6.744 -0.245 0.0 -0.1 0.0 0.09
H 0.552 -5.367 -2.013 0.0 0.0 -0.1 0.10
H 0.105 -3.524 -3.005 0.1 0.1 0.1 0.12
H 0.069 -0.724 -1.931 -0.1 0.0 0.0 0.01
H -0.895 -1.930 -1.084 -0.1 0.1 0.1 0.04
H -1.171 -1.622 -2.799 -0.1 0.0 -0.1 0.05
H 2.344 -1.498 -2.624 0.1 0.0 0.0 0.03
H 1.352 -1.629 -4.083 0.0 0.0 -0.1 0.07
H 2.398 -2.978 -3.595 0.1 0.0 -0.1 0.08
F 1.832 1.860 2.256 0.5 0.2 -0.8 -0.02
B 1.685 1.714 3.650 -0.4 -0.2 -0.1 -1.42
F 2.849 1.221 4.182 0.9 -0.4 0.4 0.13
F 1.367 2.936 4.192 -0.2 1.0 0.4 0.12
F 0.628 0.817 3.863 -0.3 -0.4 0.4 0.00
```
Forces are in eV/Å.

Computed properties:
Total charge = -1
2S+1 = 1
HOMO level (spin up / spin down) = -3.7 / -3.7 eV
Relative energy (zero: lowest compared OMol25 entry of this formula, charge and spin) = 27.53 kcal/mol

(2)
This record from OMol25 describes C33H52FI2NO11P as an isolated structure in a non-equilibrium geometry. The level of theory is ωB97M-V/def2-TZVPD.

XYZ file:
```
101
Properties=species:S:1:pos:R:3:forces:R:3:lowdin_charge:R:1
C 0.264 2.097 4.006 -4.6 -1.9 -4.2 0.09
C -0.463 1.668 2.996 3.5 1.6 3.6 -0.09
C -1.144 1.147 1.650 -0.6 0.9 0.0 -0.10
C -2.078 -0.196 1.873 2.4 0.3 -0.5 -0.37
C -1.019 -1.329 2.409 0.1 -0.2 0.4 -0.10
C 0.243 -1.562 1.426 0.4 -1.4 0.4 -0.17
C 0.403 -3.158 1.055 0.1 0.7 -1.5 -0.21
C 0.779 -3.255 -0.530 0.4 -0.2 0.1 -0.14
C -2.704 -0.492 0.438 1.5 3.0 0.5 -0.18
N -3.960 -1.345 0.391 1.3 -0.4 -2.0 -0.40
I -4.619 -0.825 -1.564 -1.1 0.9 -0.6 1.36
C -3.516 -2.769 0.170 1.1 -3.5 -1.7 -0.20
C -2.920 -3.054 -1.333 5.0 -1.0 -3.4 -0.21
C -2.121 -3.310 -2.363 -4.4 -0.3 5.6 0.09
C -4.956 -1.074 1.493 -2.5 0.0 2.5 -0.35
C -5.304 -2.386 2.428 -0.4 -0.6 0.0 -0.17
C -4.207 -2.888 3.455 0.0 -0.4 1.7 -0.18
C -3.544 -4.336 3.233 1.2 -0.7 1.1 -0.16
F -3.993 -5.113 2.107 0.2 1.4 1.2 -0.10
C -6.453 -0.658 1.013 0.0 0.8 0.4 -0.27
P -7.560 -1.990 0.288 -5.4 -2.2 1.4 0.63
O -8.550 -2.527 1.361 3.8 1.5 -2.9 -0.32
O -6.798 -3.291 -0.495 -0.8 2.7 -0.3 -0.22
O -8.566 -1.210 -0.904 3.1 -0.1 1.7 -0.19
C -4.446 0.189 2.417 0.2 1.6 -0.3 -0.63
I -5.438 0.321 4.416 0.2 -0.5 -0.7 1.07
C -4.794 1.664 1.827 -1.4 0.3 0.7 -0.23
C -4.111 2.888 2.640 -0.5 1.1 -0.7 -0.19
C -4.192 4.224 1.685 0.2 -0.7 2.1 -0.23
O -3.046 4.278 0.784 -0.4 0.1 1.1 -0.12
O -3.077 0.181 2.820 -0.3 -1.4 -0.6 -0.19
H 0.544 2.522 5.047 -0.5 -1.0 -2.6 0.07
H -0.395 1.015 0.771 -1.0 0.1 1.9 0.14
H -1.898 1.950 1.258 1.5 -1.1 0.9 0.11
H -0.573 -1.030 3.445 -1.2 -0.2 -1.8 0.14
H -1.502 -2.359 2.570 0.4 1.6 -0.3 0.07
H 0.189 -1.021 0.416 0.1 -0.6 1.7 0.09
H 1.221 -1.272 1.987 -1.8 -0.1 -1.2 0.13
H -0.579 -3.742 1.192 1.4 0.9 0.1 0.08
H 1.243 -3.658 1.659 -1.5 0.7 -0.8 0.11
H 1.917 -3.041 -0.661 -2.0 -0.6 0.1 0.08
H 0.239 -2.465 -1.177 0.7 -1.2 1.2 0.05
H 0.481 -4.298 -0.948 0.8 1.7 0.7 0.08
H -3.030 0.542 0.000 0.7 -1.8 1.0 0.09
H -1.846 -0.829 -0.241 -1.7 -0.2 0.8 0.14
H -4.337 -3.571 0.186 0.8 1.7 0.4 0.12
H -2.732 -3.069 0.952 -1.1 0.7 -1.2 0.12
H -1.610 -3.947 -3.186 -1.2 1.8 1.7 0.10
H -6.287 -2.126 3.005 2.1 -0.2 -1.1 0.10
H -5.650 -3.305 1.811 0.7 1.7 0.6 0.12
H -4.753 -2.971 4.489 0.9 0.2 -2.0 0.12
H -3.326 -2.174 3.686 -1.7 -0.9 -0.7 0.10
H -3.704 -4.992 4.184 0.1 1.1 -1.9 0.14
H -2.383 -4.242 3.143 -2.1 -0.2 -0.2 0.11
H -6.548 0.274 0.361 0.6 -1.3 0.8 0.06
H -7.015 -0.366 1.998 1.0 -0.8 -1.8 0.10
H -6.848 -3.193 -1.487 0.0 -0.1 1.3 0.09
H -8.348 -0.244 -0.872 -0.5 -1.1 -0.3 0.07
H -4.674 1.772 0.689 0.3 -0.2 1.6 0.11
H -5.937 1.815 2.027 2.0 -0.3 -0.6 0.10
H -3.016 2.738 2.930 -1.6 0.0 -0.3 0.10
H -4.720 3.164 3.591 1.1 -0.9 -1.6 0.10
H -5.207 4.168 1.152 1.8 0.4 0.3 0.13
H -4.189 5.127 2.424 -0.1 -1.4 -1.5 0.13
H -2.232 4.462 1.328 -1.4 -0.2 -0.7 0.11
O 2.487 -0.365 -1.645 0.1 -0.1 -0.7 0.07
C 3.393 -0.716 -2.368 -0.5 -0.1 0.5 -0.48
O 3.244 -1.007 -3.688 -0.4 0.3 0.9 0.03
C 4.489 -1.491 -4.208 0.4 -0.3 -0.7 -0.16
C 5.543 -0.964 -3.268 0.7 0.2 0.0 -0.15
C 4.817 -0.937 -1.942 0.3 0.2 -0.2 -0.07
H 4.457 -2.585 -4.228 -0.1 0.0 0.0 0.13
H 4.630 -1.123 -5.226 -0.2 0.0 0.2 0.12
H 6.451 -1.570 -3.258 -0.1 0.1 -0.1 0.13
H 5.820 0.055 -3.556 0.0 -0.2 0.0 0.10
H 4.889 -1.894 -1.418 -0.1 0.1 0.1 0.13
H 5.170 -0.122 -1.308 -0.2 -0.3 0.2 0.11
O 6.030 0.883 -6.029 0.3 0.6 0.7 0.11
C 6.349 1.995 -5.680 -0.5 -0.8 -0.3 -0.46
O 6.736 2.313 -4.415 -0.2 -0.5 -0.5 0.02
C 6.935 3.727 -4.323 0.3 0.5 0.5 -0.17
C 7.177 4.188 -5.739 0.2 0.6 -0.3 -0.16
C 6.335 3.224 -6.545 0.4 0.3 -0.2 -0.08
H 6.038 4.177 -3.886 0.0 -0.1 0.0 0.13
H 7.787 3.936 -3.674 -0.2 -0.3 0.1 0.13
H 6.918 5.237 -5.901 0.0 -0.1 0.1 0.12
H 8.233 4.057 -5.997 -0.1 0.0 0.1 0.12
H 5.305 3.573 -6.652 0.0 -0.1 -0.1 0.14
H 6.778 3.023 -7.521 -0.4 -0.2 0.0 0.13
O 7.351 2.506 -1.177 -0.3 -0.6 0.8 0.12
C 6.781 2.336 -0.127 0.4 0.4 -1.2 -0.47
O 6.611 1.120 0.461 0.2 0.3 -0.4 0.02
C 5.801 1.270 1.632 -0.3 -0.3 0.4 -0.17
C 5.940 2.720 2.028 -0.1 0.4 0.6 -0.16
C 6.121 3.408 0.694 0.1 0.1 0.5 -0.08
H 4.770 1.004 1.379 0.0 0.0 0.0 0.13
H 6.158 0.596 2.414 0.0 -0.1 -0.3 0.13
H 5.089 3.092 2.602 0.1 -0.1 0.0 0.12
H 6.841 2.854 2.636 -0.1 0.0 0.0 0.12
H 5.163 3.669 0.237 0.1 0.1 -0.1 0.14
H 6.760 4.288 0.779 -0.2 0.0 -0.3 0.13
```
Forces are in eV/Å.

Computed properties:
Total charge = +1
2S+1 = 1
HOMO level = -11.6 eV
Relative energy (zero: lowest compared OMol25 entry of this formula, charge and spin) = 96.77 kcal/mol